The following is a quantum chemistry calculation of one molecule with the formula C3H2N2O2, from the Open Molecules 2025 dataset.

Computed properties:
* orbital gap: 10.568 eV
* E_LUMO: -0.5905 eV
* 2S+1: 1

Bonds (Å) are listed after each position.
Cartesian coordinates (Å):
1 O -2.53753 -0.50477 -0.64335  C2 1.204
2 C -1.80533 0.15766 0.04532  O1 1.204, C3 1.508, H8 1.113
3 C -0.31075 -0.03938 0.04714  C2 1.508, N4 1.297, O7 1.335
4 N 0.57246 0.90200 0.17245  C3 1.297, C5 1.372
5 C 1.74050 0.20172 0.00955  N4 1.372, N6 1.305, H9 1.084
6 N 1.58802 -1.08288 -0.16215  C5 1.305, O7 1.377
7 O 0.22092 -1.24692 -0.15322  C3 1.335, N6 1.377
8 H -2.14580 0.97962 0.71417  C2 1.113
9 H 2.71018 0.68307 -0.03715  C5 1.084

***

The following is a quantum chemistry calculation of one molecule with the formula C3H2N2O2 at a distorted geometry, from the Open Molecules 2025 dataset.

Computed properties:
* orbital gap: 9.700 eV
* E_LUMO: -0.8117 eV
* 2S+1: 1

Bonds (Å) are listed after each position.
Cartesian coordinates (Å):
1 C 0.80062 -0.31700 0.20900  C2 1.530, N4 1.234, H8 1.201
2 C -0.00552 0.60099 -0.71273  C1 1.530, N5 1.301, H9 1.101
3 C 2.66337 0.52055 -0.77539  N4 1.483, O6 1.335, O7 1.169
4 N 2.03339 -0.34897 0.24698  C1 1.234, C3 1.483
5 N 0.56356 1.46989 -1.49609  C2 1.301, O6 1.368
6 O 1.92103 1.48349 -1.32611  C3 1.335, N5 1.368
7 O 3.78530 0.44559 -1.09659  C3 1.169
8 H 0.13488 -0.88001 1.03427  C1 1.201
9 H -1.02823 0.19938 -0.78170  C2 1.101

***

The following is a quantum chemistry calculation of one molecule with the formula C3H2N2O2S at a distorted geometry, from the Open Molecules 2025 dataset.

Computed properties:
* orbital gap: 8.583 eV
* E_LUMO: -0.3613 eV
* 2S+1: 1

Bonds (Å) are listed after each position.
Cartesian coordinates (Å):
1 C 1.37203 -0.46748 -0.02112  N6 1.363, N7 1.293, O8 1.319
2 C 0.68354 1.65213 -0.02405  H5 1.098, N6 1.293, O9 1.310
3 C -0.85656 -0.12721 -0.03049  N7 1.346, O9 1.440, S10 1.622
4 H 3.18535 -0.73624 0.09564  O8 0.959
5 H 0.84003 2.73883 -0.02464  C2 1.098
6 N 1.70134 0.85513 0.00043  C1 1.363, C2 1.293
7 N 0.18534 -0.97929 -0.04740  C1 1.293, C3 1.346
8 O 2.40328 -1.28769 0.02856  C1 1.319, H4 0.959
9 O -0.57170 1.28312 0.03470  C2 1.310, C3 1.440
10 S -2.44243 -0.46510 0.01285  C3 1.622

***

The following is a quantum chemistry calculation of one molecule with the formula C3H2N2O2S at a distorted geometry, from the Open Molecules 2025 dataset.

Computed properties:
* orbital gap: 7.573 eV
* E_LUMO: -1.3148 eV
* 2S+1: 1

Bonds (Å) are listed after each position.
Cartesian coordinates (Å):
1 C -0.80741 -0.23818 -0.18461  C2 1.414, N7 1.409, O8 1.352
2 C 0.36524 -0.88328 0.27270  C1 1.414, C3 1.380, H5 1.133
3 C 1.44890 -0.04141 0.12827  C2 1.380, O9 1.488, S10 1.686
4 H -2.71768 -0.25400 -0.24670  O8 1.002
5 H 0.47093 -1.94354 0.65818  C2 1.133
6 N -0.05173 1.91452 -0.02743  N7 1.265, O9 1.370
7 N -1.03757 1.15052 -0.24007  C1 1.409, N6 1.265
8 O -1.97294 -0.92325 -0.21182  C1 1.352, H4 1.002
9 O 1.22144 1.42906 0.11208  C3 1.488, N6 1.370
10 S 3.08081 -0.21044 -0.26061  C3 1.686

***

The following is a quantum chemistry calculation of a 2-piece molecular cluster, C3H2N2O3 overall at a distorted geometry, from the Open Molecules 2025 dataset.

Computed properties:
* orbital gap: 7.805 eV
* E_LUMO: -1.9184 eV
* 2S+1: 1

Bonds (Å) are listed after each position.
Cartesian coordinates (Å):
1 C 0.26525 -0.55320 0.75840  C2 1.380, O8 1.308, O10 1.465
2 C -0.69939 -0.33482 -0.20425  C1 1.380, C3 1.526, H5 1.308
3 C -0.09931 0.69827 -1.15343  C2 1.526, N6 1.348, O9 1.206
4 H -1.36858 -0.90402 2.17682  no bonds
5 H -1.95839 0.01080 -0.12807  C2 1.308
6 N 1.18755 0.73574 -1.55316  C3 1.348, N7 1.349
7 N 2.04309 0.38476 -0.57145  N6 1.349, O10 1.302
8 O -0.15015 -1.39600 1.66848  C1 1.308
9 O -0.88305 1.53045 -1.53624  C3 1.206
10 O 1.66297 -0.17198 0.54291  C1 1.465, N7 1.302

***

The following is a quantum chemistry calculation of one molecule with the formula C3H2N2O3 at a distorted geometry, from the Open Molecules 2025 dataset.

Computed properties:
* orbital gap: 9.211 eV
* E_LUMO: -1.5775 eV
* 2S+1: 1

Bonds (Å) are listed after each position.
Cartesian coordinates (Å):
1 C -0.54339 -1.03823 1.76070  C2 1.554, H4 1.308, O8 1.478
2 C -0.27319 -0.26490 0.44071  C1 1.554, N6 1.227, O10 1.367
3 C 0.62100 1.15274 -1.48998  H5 1.129, N7 1.257, O9 1.449
4 H 0.52537 -1.74881 2.01448  C1 1.308
5 H 1.39969 1.39726 -2.27019  C3 1.129
6 N 0.53362 -0.86847 -0.25996  C2 1.227, O9 1.556
7 N -0.10360 1.84172 -0.72825  C3 1.257, O10 1.475
8 O -1.94145 -1.03702 2.23884  C1 1.478
9 O 0.70869 -0.27972 -1.68965  C3 1.449, N6 1.556
10 O -0.92674 0.84542 -0.01670  C2 1.367, N7 1.475

***

The following is a quantum chemistry calculation of one molecule with the formula C3H2N2O3 at a distorted geometry, from the Open Molecules 2025 dataset.

Computed properties:
* orbital gap: 9.632 eV
* E_LUMO: -0.9838 eV
* 2S+1: 1

Bonds (Å) are listed after each position.
Cartesian coordinates (Å):
1 C 0.75171 -1.37241 0.95122  H4 1.181, N6 1.703, O8 1.395
2 C -0.71852 1.20317 -1.33694  C3 1.601, H5 1.048, N7 1.279
3 C -0.98876 -0.12240 -0.48039  C2 1.601, N6 1.538, O10 1.240
4 H 0.02226 -2.29676 1.03625  C1 1.181
5 H -1.29861 1.48848 -2.16147  C2 1.048
6 N -0.24366 0.00621 0.85879  C1 1.703, C3 1.538, O9 1.479
7 N 0.21238 1.92385 -0.83639  C2 1.279, O9 1.632
8 O 2.13036 -1.57155 1.03065  C1 1.395
9 O 0.65260 1.13395 0.52217  N6 1.479, N7 1.632
10 O -1.87937 -0.93145 -0.78219  C3 1.240

***

The following is a quantum chemistry calculation of one molecule with the formula C3H2N2S at a distorted geometry, from the Open Molecules 2025 dataset.

Computed properties:
* orbital gap (spin up / spin down): 7.253 / 7.022 eV
* E_LUMO (spin up / spin down): -2.4037 / -2.2880 eV
* 2S+1: 1

Bonds (Å) are listed after each position.
Cartesian coordinates (Å):
1 C -0.48644 -0.73886 -0.45880  C2 1.350, N4 1.301, H7 1.175
2 C -0.70489 -0.72239 0.87323  C1 1.350, H8 1.080
3 C 0.88301 0.91180 -0.02020  N4 1.383, N5 1.263, S6 1.716
4 N 0.38735 0.06312 -0.99299  C1 1.301, C3 1.383
5 N 0.58498 0.90261 1.20689  C3 1.263
6 S 1.57793 2.15168 -0.98150  C3 1.716
7 H -0.82125 -1.54128 -1.24930  C1 1.175
8 H -1.42070 -1.02669 1.62267  C2 1.080

***

Number 1: E -375.452217 a.u.. Number 2: E -375.411796 a.u.. Number 3: E -773.690965 a.u.. Number 4: E -773.565492 a.u.. Number 5: E -450.467807 a.u.. Number 6: E -450.458272 a.u.. Number 7: E -450.502842 a.u.. Number 8: E -622.990737 a.u..